{
  "formula": "C12H19Cl3O8",
  "method": "ωB97M-V/def2-TZVPD",
  "smiles": "OC[C@H]1O[C@H](O[C@]2(CCl)O[C@H](CCl)[C@@H](O)[C@@H]2O)[C@H](O)[C@@H](O)[C@H]1Cl",
  "energy_ha": -2451.16062,
  "de_lowest_kcal_mol": 0.0,
  "orbital_gap_ev": 10.4293,
  "charge": 0,
  "e_lumo_ev": 0.4,
  "species": ["O", "C", "H", "C", "C", "C", "O", "H", "C", "O", "H", "C", "O", "H", "O", "C", "O", "C", "C", "Cl", "H", "H", "C", "O", "H", "C", "O", "H", "H", "H", "H", "C", "Cl", "H", "H", "H", "H", "H", "Cl", "H", "H", "H"],
  "positions_angstrom": [[-1.02482, 1.63623, 2.40456], [-0.55181, 2.55025, 1.44709], [0.09472, 3.30504, 1.91559], [0.26089, 1.77556, 0.40679], [1.19158, 2.67538, -0.40196], [1.86565, 1.88493, -1.53224], [2.74086, 2.66828, -2.28284], [2.23763, 3.36656, -2.72397], [0.77893, 1.20072, -2.38663], [1.31074, 0.43706, -3.42518], [1.89266, -0.23107, -3.04257], [-0.09428, 0.34104, -1.44485], [-0.67189, 1.11190, -0.43579], [-0.93952, -0.09519, -1.99153], [0.75496, -0.67005, -0.96045], [0.17642, -1.87065, -0.43328], [-1.21151, -1.87429, -0.48173], [-1.79837, -1.84356, 0.81665], [-2.86899, -0.76229, 0.85105], [-3.57980, -0.70376, 2.46960], [-3.66740, -0.98278, 0.14296], [-2.42512, 0.21016, 0.63878], [-0.66220, -1.60540, 1.83245], [-0.78956, -2.40106, 2.97560], [-1.51077, -2.04988, 3.51334], [0.59958, -2.00535, 1.06084], [1.65972, -1.16258, 1.40192], [2.47159, -1.48600, 0.99682], [0.82503, -3.05409, 1.29420], [-0.59183, -0.54206, 2.09068], [-2.24530, -2.83036, 1.01015], [0.71915, -2.98890, -1.33660], [0.18425, -4.57374, -0.76859], [0.33241, -2.84688, -2.34587], [1.80869, -2.97378, -1.34202], [0.14488, 1.95638, -2.86219], [2.48657, 1.10512, -1.07397], [1.94888, 3.12845, 0.24168], [0.27368, 4.03398, -1.11652], [0.87865, 1.02839, 0.92779], [-1.38335, 3.05220, 0.93766], [-1.62158, 2.08610, 3.01259]]
}


{
  "formula": "C3H6O4",
  "method": "ωB97M-V/def2-TZVPD",
  "smiles": "COC(O)(O)C=O",
  "energy_ha": -418.83550,
  "de_lowest_kcal_mol": 36.9,
  "orbital_gap_ev": 10.5714,
  "charge": 0,
  "e_lumo_ev": 0.7,
  "species": ["C", "C", "C", "O", "O", "O", "O", "H", "H", "H", "H", "H", "H"],
  "positions_angstrom": [[0.70504, 0.28372, -0.30369], [-1.05401, -1.28333, 0.54955], [-0.30519, 1.40020, -0.04948], [0.15418, -0.58796, 0.79819], [0.60244, -0.25049, -1.54754], [1.96449, 0.65445, 0.02334], [0.01045, 2.34258, 0.63855], [1.37790, -0.80889, -1.70239], [1.87456, 1.34727, 0.71662], [-1.23815, 1.33344, -0.62964], [-1.01269, -2.18921, 1.15493], [-1.91819, -0.68453, 0.85574], [-1.16082, -1.55724, -0.50419]]
}


{
  "formula": "F2H2S2Si",
  "method": "ωB97M-V/def2-TZVPD",
  "energy_ha": -1286.87496,
  "de_lowest_kcal_mol": 67.0,
  "orbital_gap_ev": 10.1406,
  "charge": 0,
  "e_lumo_ev": -0.5,
  "species": ["F", "F", "Si", "S", "S", "H", "H"],
  "positions_angstrom": [[-0.29258, -2.25829, -0.24312], [-0.04241, 0.22623, 1.88486], [0.17449, -0.02660, 0.33455], [-1.48016, 0.76122, -0.73107], [2.16249, 0.36962, -0.19473], [-2.11824, 0.46239, 0.37871], [1.59642, 0.46543, -1.42920]]
}